# 1
The following is a DFT calculation (ωB97M-V/def2-TZVPD) of a molecular structure, C4H7CuO at a distorted geometry.

The LUMO energy (spin up / spin down) comes out at 0.960 / -2.197 eV. The orbital gap (spin up / spin down) is 7.518 / 6.707 eV. The energy above the lowest of the compared OMol25 structures with the same formula, charge and spin comes out at 49.6 kJ/mol.

Structure (ORCA input):
```
! RIJCOSX wB97M-V def2-TZVPD def2/J DEFGRID3
* xyz 0 3
H -1.402 1.049 0.924
Cu 0.328 -3.156 -0.199
C 0.341 -0.278 -0.105
C -0.818 0.075 -0.988
H 1.565 0.657 1.496
H -0.795 1.044 -1.495
H 1.951 0.701 -0.335
H -1.600 -0.769 0.928
C -1.067 0.092 0.515
C 1.165 0.939 0.509
H 0.759 1.942 0.316
O 0.818 -1.535 -0.018
H -1.246 -0.761 -1.547
*
```

# 2
The following is a DFT calculation (ωB97M-V/def2-TZVPD) of 3 unconnected molecules or ions with the total composition C2H10NO3 at a distorted geometry.

The LUMO energy comes out at 4.227 eV. The orbital gap is 8.127 eV. The energy above the lowest of the compared OMol25 structures with the same formula, charge and spin comes out at 123.1 kJ/mol.

Structure (ORCA input):
```
! RIJCOSX wB97M-V def2-TZVPD def2/J DEFGRID3
* xyz -1 1
H -0.135 1.045 -1.715
H -1.752 -2.258 1.929
O 2.761 1.843 -0.459
C 0.055 0.077 0.731
H 1.806 1.272 -0.546
H -1.357 -0.807 -0.444
H -1.202 -2.824 0.376
H 2.981 1.918 -1.431
O -0.661 1.694 -2.249
C -1.009 -2.129 1.169
O 0.508 0.202 -0.522
N -1.242 -0.743 0.572
H -0.388 1.024 1.175
H -0.026 -2.167 1.578
H 0.789 -0.228 1.379
H -1.128 2.082 -1.543
*
```

# 3
The following is a DFT calculation (ωB97M-V/def2-TZVPD) of 2 unconnected molecules or ions with the total composition C4H10NO3 at a distorted geometry.

The LUMO energy comes out at 3.893 eV. The orbital gap is 7.819 eV. The energy above the lowest of the compared OMol25 structures with the same formula, charge and spin comes out at 246.9 kJ/mol.

Structure (ORCA input):
```
! RIJCOSX wB97M-V def2-TZVPD def2/J DEFGRID3
* xyz -1 1
H -0.908 0.419 2.323
H 2.550 1.474 -1.576
H 1.691 -0.993 0.099
H -0.267 0.651 -1.132
H -2.727 -0.414 -0.495
C -0.379 -0.618 0.623
O 1.853 1.990 -1.133
H -0.608 -1.599 1.055
H -1.055 1.318 1.052
H 1.413 -1.067 1.807
N -1.163 0.370 1.350
C -0.611 -0.357 -0.887
H 1.747 1.539 -0.122
C 1.166 -0.447 0.917
C -1.996 -0.733 -1.274
O 1.554 0.851 1.028
H 0.077 -1.057 -1.361
O -2.335 -1.325 -2.273
*
```

# 4
The following is a DFT calculation (ωB97M-V/def2-TZVPD) of 2 unconnected molecules or ions with the total composition C39H57N5O6P at a distorted geometry.

The LUMO energy comes out at -2.826 eV. The orbital gap is 7.110 eV.

Structure (ORCA input):
```
! RIJCOSX wB97M-V def2-TZVPD def2/J DEFGRID3
* xyz 1 1
N 4.284 2.823 -6.364
H -6.066 -0.990 4.615
C -6.067 -0.520 1.628
C -8.708 -1.085 4.325
H 0.492 -0.143 -2.578
O 2.129 3.384 -7.338
C 7.395 -0.240 2.276
H -8.051 2.298 1.622
H 3.280 0.930 -6.887
C -7.983 1.210 1.686
C -1.364 0.684 -0.772
O 2.923 0.018 0.790
C 6.322 1.852 0.308
H 10.757 1.033 4.792
H -8.840 -1.192 2.173
C 3.820 0.657 0.183
H -3.219 -3.493 3.083
C 5.335 0.696 0.746
C 2.595 4.313 -5.015
H -1.063 -2.568 -2.822
C 8.330 0.929 1.867
C -5.335 -1.401 3.926
H -8.191 0.804 0.693
H -1.888 1.153 0.147
C 7.787 1.969 0.853
H -4.100 -2.059 1.539
H 5.664 -2.121 3.092
C 2.234 1.293 -2.030
O 10.998 2.249 2.056
H 0.435 0.285 0.527
C 0.625 1.974 -4.212
O 9.884 1.209 4.355
H 1.484 4.633 -5.042
H 1.217 -4.144 0.874
O 10.713 -0.377 2.339
H 8.469 2.828 0.504
C -0.665 -2.740 -1.768
C 5.085 -1.618 2.236
H -1.593 1.332 -1.693
C 2.939 3.489 -6.373
H 3.201 5.290 -4.956
C 4.194 3.547 -2.861
O 6.403 4.000 -0.893
C 0.217 0.752 -0.499
H -9.523 -2.629 5.608
H -7.391 -3.004 1.687
H -2.236 -0.913 -2.065
H -9.680 -0.579 4.329
H -4.543 -0.668 3.744
H 5.582 -2.650 0.457
H -7.084 -3.368 3.375
H 0.328 2.907 -4.797
H 1.209 0.044 -4.562
H -7.751 -2.602 5.571
N 0.903 0.842 -5.160
H 1.661 -0.776 -1.309
H -8.639 -1.362 6.464
C -4.309 -3.451 3.158
C -0.368 -2.319 0.597
C -4.885 -2.675 1.983
H -8.780 0.899 2.363
H 5.112 0.822 -6.376
C 2.900 3.360 -3.746
H 4.929 2.085 -8.271
H 0.005 0.538 -5.565
H -2.897 -0.883 -0.284
H 0.483 1.874 -0.386
H -5.505 -3.304 4.940
H -7.971 -0.288 4.414
H -6.606 -0.857 0.738
P 10.050 0.966 2.652
N -5.974 -1.722 2.578
H 3.808 1.111 -5.100
H 6.103 3.260 -7.427
H -0.488 -1.801 1.603
C 1.948 2.190 -3.300
H -5.919 1.580 1.865
H 7.771 -1.034 3.016
C 5.772 2.920 -0.728
H 4.495 3.939 -8.210
C -8.569 -1.839 3.008
H 4.077 -1.284 2.693
C -1.961 -0.803 -0.947
H 4.910 4.370 -3.186
N 4.849 -2.663 1.180
H 4.922 -3.594 1.632
C 3.492 1.501 -1.147
H -5.332 -3.300 1.208
H -5.038 -0.309 1.323
C -7.262 -2.549 2.675
H 0.795 -4.645 -1.994
C -8.647 -1.977 5.561
C 4.996 3.070 -7.668
C 4.474 2.656 -1.601
H -4.666 -4.483 3.162
C 0.527 -3.540 0.197
C -4.750 -2.715 4.411
C 1.137 0.181 -1.694
H -9.348 -2.613 2.997
N -1.012 -1.905 -0.633
H 10.815 3.093 2.529
C 5.922 -0.359 1.727
H -0.262 1.735 -3.506
C -6.605 0.796 2.204
H -6.569 0.843 3.293
C 0.338 -3.839 -1.335
H -3.928 -2.561 5.113
C 4.106 1.339 -6.190
*
```

Number 1: E -1872.110643 hartree. Number 2: E -362.660491 hartree. Number 3: E -438.891205 hartree. Number 4: E -2586.206237 hartree.